1.
ORCA calculation (ωB97M-V/def2-TZVPD) on a molecular structure, C18H40AlBr3FN5O5P at a distorted geometry.

Atoms and positions in Å:
N 3.55 -4.11 3.11
C 3.01 -2.94 2.51
N 3.59 -2.55 1.29
N 2.05 -2.21 3.09
C 0.93 -1.60 2.33
C -0.39 -2.30 2.70
C -0.61 -3.58 1.88
F 0.24 -4.59 2.36
H 3.77 -3.98 4.10
H 2.84 -4.84 3.03
H 3.22 -1.64 1.03
H 3.28 -3.17 0.53
H 2.08 -2.06 4.09
H 1.13 -1.61 1.25
H 0.85 -0.54 2.62
H -0.40 -2.53 3.77
H -1.21 -1.61 2.43
H -1.65 -3.92 2.01
H -0.42 -3.42 0.81
C 4.88 -5.89 -3.12
C 4.46 -4.94 -2.01
C 4.27 -3.49 -2.48
O 5.46 -2.76 -2.66
C 6.10 -2.94 -3.92
N 5.42 -5.05 -0.91
H 5.93 -5.76 -3.39
H 4.76 -6.92 -2.80
H 4.28 -5.74 -4.02
H 3.48 -5.28 -1.64
H 3.73 -2.94 -1.69
H 3.64 -3.44 -3.38
H 5.37 -3.08 -4.72
H 6.78 -3.79 -3.90
H 6.68 -2.05 -4.13
H 5.10 -4.49 -0.12
H 6.28 -4.59 -1.20
C -3.29 1.87 0.78
O -4.16 1.03 0.02
P -3.95 -0.54 0.19
O -2.55 -0.91 0.50
O -4.54 -1.15 -1.13
C -3.89 -0.87 -2.38
O -5.02 -0.92 1.28
C -5.07 -2.28 1.76
H -2.34 1.95 0.26
H -3.75 2.85 0.86
H -3.12 1.46 1.78
H -2.82 -1.05 -2.30
H -4.08 0.16 -2.67
H -4.31 -1.54 -3.12
H -4.36 -2.40 2.57
H -4.85 -2.99 0.96
H -6.08 -2.45 2.12
N -4.07 5.07 0.17
C -4.57 5.78 -0.87
C -5.05 7.10 -0.77
C -5.06 7.68 0.48
C -4.55 6.95 1.56
C -4.05 5.65 1.35
H -4.54 5.21 -1.76
H -5.41 7.62 -1.65
H -5.44 8.68 0.62
H -4.55 7.37 2.55
H -3.67 5.06 2.18
Br -2.64 4.19 -1.79
Br -1.25 6.99 -0.70
C 0.67 7.26 -0.92
C 1.47 6.35 -0.01
Br 1.44 6.87 1.85
H 0.86 8.31 -0.73
H 0.87 7.02 -1.96
H 2.52 6.35 -0.31
H 1.08 5.31 -0.01
Al 1.64 3.29 0.38

Results
total charge: +3

Here are the Löwdin charges for atoms 1 to 6, given in e:
1. N 0.15
2. C -0.32
3. N 0.21
4. N 0.11
5. C -0.15
6. C -0.14

---

2.
ORCA calculation (ωB97M-V/def2-TZVPD) on a molecular structure, C18H40AlClFNO3 at a distorted geometry.

Atoms and positions in Å:
C 8.14 -4.23 1.55
C 7.45 -2.83 2.17
O 6.14 -2.62 1.54
C 5.20 -1.99 2.50
C 4.37 -0.79 1.69
O 3.20 -1.33 0.94
C 1.94 -0.79 1.48
C 0.68 -1.41 0.64
O 0.37 -2.81 0.97
C -0.59 -3.22 -0.11
Al -2.19 -4.07 0.92
Cl -1.46 -5.95 1.97
C -2.88 -2.60 2.19
C -4.21 -3.02 3.05
F -3.85 -3.93 4.19
H 7.45 -5.14 1.78
H 8.28 -4.14 0.38
H 9.18 -4.36 2.10
H 7.43 -2.89 3.34
H 8.20 -1.96 1.89
H 4.41 -2.80 2.85
H 5.72 -1.55 3.45
H 3.98 -0.04 2.52
H 5.09 -0.25 0.94
H 1.91 -1.02 2.62
H 1.96 0.38 1.27
H -0.26 -0.71 0.73
H 0.99 -1.38 -0.52
H -0.08 -3.96 -0.87
H -1.03 -2.24 -0.62
H -3.32 -4.48 -0.12
H -3.14 -1.68 1.50
H -1.96 -2.25 2.85
H -4.64 -2.01 3.52
H -5.05 -3.56 2.42
C -2.59 3.26 -5.19
C -3.16 4.12 -4.08
C -2.25 4.34 -2.86
N -2.02 3.13 -1.92
C -3.37 2.56 -1.46
C -3.20 1.52 -0.36
C -2.44 2.07 0.84
C -1.10 2.65 0.42
C -1.25 3.68 -0.70
C -1.17 2.07 -2.62
H -2.74 2.19 -5.00
H -3.11 3.47 -6.13
H -1.52 3.44 -5.35
H -4.14 3.75 -3.79
H -3.33 5.11 -4.51
H -2.72 5.12 -2.24
H -1.26 4.71 -3.17
H -3.97 3.40 -1.10
H -3.86 2.11 -2.33
H -4.19 1.18 -0.03
H -2.68 0.63 -0.75
H -2.29 1.28 1.58
H -3.05 2.85 1.32
H -0.42 1.85 0.13
H -0.63 3.13 1.29
H -0.27 4.02 -1.05
H -1.81 4.55 -0.33
H -0.36 2.57 -3.15
H -1.80 1.50 -3.31
H -0.76 1.38 -1.89

Results
total charge: 0

Here are the natural (NBO) charges for atoms 1 to 6, given in e:
1. C -0.64
2. C -0.07
3. O -0.56
4. C -0.10
5. C -0.09
6. O -0.56

---

3.
ORCA calculation (ωB97M-V/def2-TZVPD) on 2 unconnected molecules or ions with the total composition C18H40FN2O6P2S.

Atoms and positions in Å:
C -2.85 0.50 0.78
C -1.58 -0.06 1.42
C -0.32 0.61 0.86
C 0.92 0.41 1.75
C 1.65 -0.92 1.39
C 1.39 -2.05 2.40
C 0.77 -3.31 1.77
O 0.19 -4.13 2.74
C -1.17 -3.80 3.04
C -2.14 -4.34 2.00
N 3.14 -0.70 1.20
P 4.02 -2.19 0.54
S 5.85 -1.95 0.18
C 3.45 0.44 0.25
C 2.79 1.78 0.62
C 2.13 2.39 -0.64
C 2.47 3.86 -0.92
F 2.99 4.49 0.20
C 1.91 1.58 1.87
P 1.24 3.13 2.62
N 2.35 4.00 3.21
O 0.02 2.63 3.55
O 0.42 3.78 1.41
H -3.74 0.04 1.20
H -2.92 1.57 0.95
H -2.87 0.32 -0.30
H -1.54 -1.14 1.23
H -1.62 0.08 2.50
H -0.15 0.18 -0.13
H -0.53 1.67 0.71
H 0.54 0.25 2.76
H 1.32 -1.23 0.40
H 0.70 -1.70 3.17
H 2.30 -2.32 2.94
H 0.06 -3.02 0.99
H 1.54 -3.92 1.28
H -1.36 -4.24 4.02
H -1.28 -2.71 3.14
H -2.17 -3.72 1.10
H -1.85 -5.35 1.71
H -3.15 -4.37 2.41
H 3.58 -0.51 2.11
H 3.63 -3.08 1.54
H 3.08 -2.39 -0.49
H 4.53 0.52 0.22
H 3.12 0.07 -0.73
H 3.60 2.45 0.93
H 2.46 1.83 -1.51
H 1.05 2.28 -0.59
H 1.58 4.42 -1.21
H 3.22 3.96 -1.70
H 2.60 1.32 2.69
H 2.28 4.29 4.17
H 0.29 2.08 4.29
H 0.56 4.74 1.44
C -5.29 -0.11 -6.07
C -4.17 -1.11 -5.90
O -2.88 -0.45 -5.78
C -2.61 0.06 -4.58
O -3.28 -0.03 -3.58
O -1.41 0.66 -4.64
C -1.02 1.27 -3.42
H -5.10 0.54 -6.92
H -6.22 -0.65 -6.24
H -5.41 0.50 -5.17
H -4.05 -1.74 -6.78
H -4.32 -1.74 -5.02
H -1.09 0.57 -2.59
H -1.65 2.14 -3.20
H 0.01 1.59 -3.57

Results
total charge: +1

Here are the natural (NBO) charges for atoms 1 to 6, given in e:
1. C -0.61
2. C -0.38
3. C -0.43
4. C -0.22
5. C -0.03
6. C -0.47

---

4.
ORCA calculation (ωB97M-V/def2-TZVPD) on 2 unconnected molecules or ions with the total composition C18H40FNP at a distorted geometry.

Atoms and positions in Å:
C 0.20 -5.85 4.31
C -0.83 -4.71 4.10
C -2.21 -5.31 3.93
C -0.77 -3.70 5.23
C -1.12 -2.27 4.78
P 0.25 -1.53 3.78
C -0.53 -1.15 2.14
C -0.34 -2.22 1.05
F -1.57 -2.77 0.69
H 0.80 -5.69 5.19
H 0.87 -5.88 3.46
H -0.28 -6.81 4.41
H -0.58 -4.23 3.16
H -2.59 -5.75 4.84
H -2.17 -6.06 3.15
H -2.94 -4.58 3.60
H 0.25 -3.65 5.60
H -1.40 -3.99 6.06
H -2.04 -2.29 4.20
H -1.22 -1.65 5.67
H 1.07 -2.64 3.49
H -0.12 -0.23 1.75
H -1.60 -1.06 2.30
H 0.30 -3.01 1.42
H 0.08 -1.81 0.14
C 1.37 4.59 -4.88
C -0.08 4.34 -4.47
C -0.30 4.21 -2.96
C 0.63 3.31 -2.14
N 0.50 1.80 -2.21
C -0.71 1.28 -1.47
C -1.85 1.30 -2.46
C -1.19 1.03 -3.82
C 0.31 1.27 -3.62
C 1.77 1.18 -1.64
C 2.04 1.38 -0.16
C 2.58 2.74 0.30
H 2.04 3.79 -4.55
H 1.45 4.65 -5.96
H 1.74 5.53 -4.47
H -0.47 3.47 -5.00
H -0.69 5.18 -4.81
H -1.34 3.99 -2.74
H -0.14 5.20 -2.53
H 0.45 3.55 -1.09
H 1.66 3.55 -2.36
H -0.48 0.26 -1.17
H -0.88 1.88 -0.58
H -2.35 2.27 -2.46
H -2.61 0.56 -2.22
H -1.61 1.66 -4.60
H -1.35 0.00 -4.14
H 0.78 1.94 -4.32
H 0.84 0.32 -3.67
H 2.59 1.55 -2.25
H 1.66 0.12 -1.83
H 2.79 0.63 0.09
H 1.15 1.11 0.43
H 3.30 3.15 -0.41
H 3.10 2.61 1.25
H 1.80 3.47 0.48

Results
total charge: +1

Here are the natural (NBO) charges for atoms 1 to 6, given in e:
1. C -0.61
2. C -0.22
3. C -0.60
4. C -0.39
5. C -0.68
6. P 0.52

---

no.,orbital gap (eV),HOMO energy (eV),DFT total energy (a.u.)
1,1.305,-14.1,-9764.447779
2,5.898,-6.7,-1792.560343
3,9.167,-12.1,-2451.376222
4,8.282,-10.6,-1205.544361